Entry 1:
A cluster of 3 separate species, C20H19ClI2N2O11 in total in a non-equilibrium geometry. Source: the Open Molecules 2025 dataset; level of theory: wB97M-V/def2-TZVPD.

## Properties
Total energy ... -2765.9415 hartree
Highest occupied orbital energy ... -0.3522 hartree
HOMO-LUMO gap ... 7.7638 eV
Strongest force on any atom ... 11.280 eV/Å
Structure (SMILES) ... CC[C@H](Cl)OC(=O)N(N=C=O)[C@@H](I)[C@@H](C)I.O=C1C=C(O)C(=O)C=C1O.O=C1C=C(O)C(=O)C=C1O

Each line ends with the natural charge from an NBO analysis.
Atoms and positions in Å:
C  2.36720  -1.14263  0.96961  -0.652
C  1.65849  -1.49813  -0.46770  -0.435
C  0.46716  -0.40851  -0.90593  0.096
Cl  1.10882  0.42254  -2.44800  -0.090
O  0.28711  0.62486  0.12071  -0.546
C  -1.06717  1.26317  0.01647  0.907
O  -1.11874  2.36746  -0.73521  -0.493
N  -2.15312  0.65836  0.85026  -0.416
N  -2.65019  1.67982  1.64984  -0.402
C  -2.70284  1.22880  2.95526  0.880
O  -2.94991  0.54258  4.08917  -0.467
C  -3.30380  0.06669  0.11158  -0.237
I  -3.21123  -0.07146  -2.04374  0.174
C  -3.57377  -1.44264  0.78429  -0.353
C  -4.34406  -2.47768  -0.22736  -0.680
I  -1.73457  -2.34048  1.59674  0.114
H  1.70650  -1.36247  1.91019  0.218
H  3.40263  -1.73335  1.04183  0.248
H  2.67784  0.00639  0.99487  0.222
H  2.50623  -1.49404  -1.28926  0.232
H  1.20473  -2.59390  -0.47828  0.217
H  -0.48926  -1.06120  -1.06551  0.219
H  -4.27815  0.69346  0.39500  0.285
H  -4.29354  -1.24780  1.70536  0.238
H  -5.33079  -2.01594  -0.65559  0.237
H  -4.68036  -3.40542  0.44359  0.233
H  -3.64312  -2.95215  -1.06312  0.242
C  7.05896  -2.38940  1.49119  -0.359
C  8.31985  -2.49604  1.06751  0.302
C  8.71678  -3.53050  0.07252  0.469
O  9.87922  -3.59192  -0.31213  -0.517
C  7.67954  -4.45466  -0.41189  -0.352
C  6.41944  -4.35006  0.01454  0.295
C  6.01735  -3.29826  0.98828  0.477
O  4.84766  -3.21547  1.34763  -0.537
O  5.44019  -5.21701  -0.43454  -0.641
O  9.30487  -1.64705  1.53769  -0.639
H  6.75617  -1.64073  2.21239  0.250
H  7.98523  -5.21304  -1.12123  0.249
H  4.61526  -4.93577  0.01812  0.504
H  10.12844  -1.92448  1.08045  0.505
C  -4.49890  5.82814  -0.36999  -0.346
C  -4.88028  4.73730  0.29735  0.295
C  -5.32736  3.50985  -0.41759  0.488
O  -5.65389  2.51651  0.22246  -0.558
C  -5.36348  3.54336  -1.88802  -0.360
C  -4.98535  4.63547  -2.55507  0.306
C  -4.51226  5.85286  -1.84074  0.471
O  -4.15374  6.83500  -2.48184  -0.516
O  -5.01939  4.67473  -3.93692  -0.640
O  -4.87291  4.70750  1.67980  -0.641
H  -4.16956  6.72640  0.13693  0.249
H  -5.70737  2.65070  -2.39460  0.248
H  -4.69747  5.57004  -4.18044  0.505
H  -5.18907  3.81020  1.92307  0.502

***

Entry 2:
An isolated molecule of C4H9NOS in a non-equilibrium geometry. Source: the Open Molecules 2025 dataset; level of theory: wB97M-V/def2-TZVPD.

## Properties
Total energy ... -685.9478 hartree
Highest occupied orbital energy ... -0.3254 hartree
HOMO-LUMO gap ... 9.7399 eV
Strongest force on any atom ... 1.941 eV/Å
Structure (SMILES) ... C=NS[C@@H](C)CO

Each line ends with the natural charge from an NBO analysis.
Atoms and positions in Å:
C  -1.88873  -1.25480  -0.03522  -0.630
C  -0.79183  -0.24718  -0.43597  -0.355
C  -0.93908  1.07831  0.29999  -0.067
C  3.11062  -0.10983  -0.00846  -0.061
H  -1.79768  -1.34441  1.04543  0.217
H  -2.89800  -0.87339  -0.21336  0.225
H  -1.79344  -2.24628  -0.48809  0.227
H  -0.67115  -0.02881  -1.49650  0.224
H  -0.85740  0.91482  1.39333  0.156
H  -1.97497  1.36884  0.11552  0.175
H  0.72916  1.86558  -0.13805  0.493
H  3.51924  -1.06245  0.28675  0.161
H  3.81169  0.71978  -0.11964  0.177
N  1.89505  0.19007  -0.12371  -0.570
O  -0.19457  2.14867  -0.13609  -0.718
S  0.74110  -1.11892  0.05407  0.345

***

Entry 3:
A cluster of 8 separate species, C18H52N2O8 in total in a non-equilibrium geometry. Source: the Open Molecules 2025 dataset; level of theory: wB97M-V/def2-TZVPD.

## Properties
Total energy ... -1428.1942 hartree
Highest occupied orbital energy ... -0.3345 hartree
HOMO-LUMO gap ... 9.4942 eV
Strongest force on any atom ... 10.354 eV/Å
Structure (SMILES) ... NC(N)=O.CC(C)O.CC(C)O.CC(C)O.CC(C)O.CC(C)O.CO.CO

Each line ends with the Mulliken charge.
Atoms and positions in Å:
C  1.63999  2.82141  -2.14516  -0.137
O  0.89385  1.72989  -2.51583  -0.639
H  2.28066  2.57159  -1.36469  0.344
H  0.92242  3.54622  -1.80427  -0.419
H  2.09840  3.35544  -2.94204  0.441
H  0.44074  1.91703  -3.34863  0.304
C  0.10863  -2.70889  -2.89646  -0.667
O  0.99781  -2.67983  -1.78395  -0.401
H  0.12699  -1.70730  -3.34188  0.198
H  -0.88116  -2.96322  -2.53224  0.292
H  0.35310  -3.35250  -3.72098  0.374
H  1.88086  -2.38690  -2.05204  -0.060
C  1.39939  0.81988  0.73312  0.122
O  1.24629  2.15931  0.87244  -0.774
N  1.77682  0.10006  1.72969  0.021
N  1.24418  0.15189  -0.35574  1.275
H  2.02370  0.57191  2.55188  0.265
H  1.58438  -0.85268  1.73576  0.349
H  0.93128  0.82565  -1.09949  -0.736
H  1.29367  -0.84360  -0.57977  -0.059
C  3.90576  -2.14090  -3.32226  -1.365
C  3.52028  -0.86386  -2.63444  0.765
C  4.49352  0.17664  -3.09960  -1.406
O  2.38746  -0.46083  -3.07013  -0.454
H  4.02513  -1.98895  -4.37751  0.348
H  3.13139  -2.83342  -3.20861  0.482
H  4.76799  -2.72790  -3.00384  0.353
H  3.48840  -0.90885  -1.61366  0.207
H  4.18639  1.18037  -2.81527  0.391
H  4.49859  0.33914  -4.13509  0.387
H  5.53627  0.03161  -2.71456  0.357
H  2.29522  0.39775  -2.57980  0.189
C  -2.78555  0.03487  4.94293  -1.773
C  -2.98577  0.26469  3.47707  0.543
C  -1.80780  1.02486  2.79997  -0.813
O  -3.19122  -0.74485  2.77395  -0.607
H  -3.60573  -0.55760  5.33234  0.392
H  -2.80257  0.89309  5.57610  0.437
H  -1.86732  -0.47848  5.13487  0.300
H  -3.87524  0.88030  3.44452  0.368
H  -1.56312  1.96272  3.27464  0.761
H  -2.11856  1.35967  1.84769  -0.126
H  -0.88617  0.44944  2.66078  -0.024
H  -2.72135  -0.52909  1.97243  0.034
C  -0.23250  -2.96751  3.54419  -1.613
C  1.10137  -2.76844  2.91418  0.680
C  1.96800  -4.01371  3.15839  -1.517
O  1.16336  -2.55624  1.64652  -0.615
H  -0.72113  -3.87512  3.13972  0.359
H  -0.96194  -2.17880  3.31070  0.324
H  -0.15300  -3.14716  4.58623  0.532
H  1.43891  -1.81438  3.38655  0.205
H  1.53839  -4.78021  2.56850  0.361
H  1.89779  -4.29420  4.20229  0.427
H  3.04766  -3.97529  2.90039  0.319
H  0.61276  -3.23223  1.13503  0.324
C  -2.49216  3.75847  0.29353  -1.675
C  -1.42308  3.90357  -0.70822  1.704
C  -1.90829  3.69729  -2.10040  -1.145
O  -0.83115  4.99052  -0.65972  -0.640
H  -2.00513  3.67702  1.25877  0.303
H  -3.12249  2.88030  0.28026  0.205
H  -3.08226  4.64191  0.23096  0.534
H  -0.78110  3.09786  -0.50709  -0.521
H  -2.36563  2.69573  -2.17223  0.158
H  -1.20733  3.79814  -2.88151  0.310
H  -2.62709  4.46626  -2.40350  0.447
H  -0.18164  5.10509  -1.33698  0.397
C  -3.50865  -0.60664  -0.11373  -1.964
C  -2.07025  -0.89275  -0.48572  1.736
C  -1.54701  0.11658  -1.52780  -0.513
O  -1.33550  -0.75023  0.53555  0.511
H  -4.19799  -0.53090  -0.98274  0.404
H  -3.63047  0.38172  0.36703  0.374
H  -3.92615  -1.46084  0.47767  0.433
H  -1.94750  -1.94036  -0.74234  -0.058
H  -1.57283  1.05940  -1.11743  -0.225
H  -2.18741  0.20022  -2.40975  0.683
H  -0.60181  -0.24302  -1.94505  -0.557
H  -0.53477  -0.27783  0.35548  -0.528

***

Entry 4:
An isolated molecule of C4H8O2. Source: the Open Molecules 2025 dataset; level of theory: wB97M-V/def2-TZVPD.

## Properties
Total energy ... -307.6501 hartree
Highest occupied orbital energy ... -0.3452 hartree
HOMO-LUMO gap ... 10.5055 eV
Strongest force on any atom ... 0.488 eV/Å
Structure (SMILES) ... C1COCCO1

Each line ends with the natural charge from an NBO analysis.
Atoms and positions in Å:
C  0.32802  1.06300  0.77084  -0.107
C  0.43327  1.13722  -0.74087  -0.105
O  -0.64141  0.32551  -1.22583  -0.525
C  -0.44694  -1.00223  -0.76748  -0.104
C  -0.22227  -1.13766  0.74870  -0.101
O  0.72833  -0.21013  1.22548  -0.519
H  0.84702  1.82109  1.35383  0.197
H  -0.75931  1.19328  0.94653  0.170
H  0.28767  2.15829  -1.10130  0.196
H  1.38306  0.75146  -1.15439  0.176
H  0.41990  -1.41474  -1.30352  0.164
H  -1.34814  -1.55583  -1.03720  0.197
H  0.15282  -2.14030  0.97912  0.197
H  -1.16200  -0.98896  1.30610  0.164

***

What is the HOMO-LUMO gap in the first record? 7.7638 eV

***

highest occupied orbital energy of number 1 (C20H19ClI2N2O11)? -0.3522 hartree

***

What did the fourth record say?
An isolated molecule of C4H8O2. Source: the Open Molecules 2025 dataset; level of theory: wB97M-V/def2-TZVPD.

## Properties
Total energy ... -307.6501 hartree
Highest occupied orbital energy ... -0.3452 hartree
HOMO-LUMO gap ... 10.5055 eV
Strongest force on any atom ... 0.488 eV/Å
Structure (SMILES) ... C1COCCO1

Each line ends with the natural charge from an NBO analysis.
Atoms and positions in Å:
C  0.32802  1.06300  0.77084  -0.107
C  0.43327  1.13722  -0.74087  -0.105
O  -0.64141  0.32551  -1.22583  -0.525
C  -0.44694  -1.00223  -0.76748  -0.104
C  -0.22227  -1.13766  0.74870  -0.101
O  0.72833  -0.21013  1.22548  -0.519
H  0.84702  1.82109  1.35383  0.197
H  -0.75931  1.19328  0.94653  0.170
H  0.28767  2.15829  -1.10130  0.196
H  1.38306  0.75146  -1.15439  0.176
H  0.41990  -1.41474  -1.30352  0.164
H  -1.34814  -1.55583  -1.03720  0.197
H  0.15282  -2.14030  0.97912  0.197
H  -1.16200  -0.98896  1.30610  0.164